{
  "formula": "C31H28BrINP2Pt",
  "method": "ωB97M-V with the def2-TZVPD basis set",
  "elements": ["Pt", "C", "P", "C", "C", "C", "C", "C", "C", "C", "C", "C", "C", "C", "C", "C", "C", "C", "C", "C", "P", "C", "C", "C", "C", "C", "C", "C", "C", "C", "C", "C", "C", "N", "H", "H", "H", "H", "H", "H", "H", "H", "H", "H", "H", "H", "H", "H", "H", "H", "H", "H", "H", "H", "H", "H", "H", "H", "H", "H", "I", "C", "H", "H", "Br"],
  "coordinates": [[0.561, 0.335, -0.460], [0.188, -3.004, -0.171], [-0.488, -1.770, -1.394], [-1.785, -2.853, -2.154], [-3.101, -2.609, -1.761], [-4.150, -3.366, -2.261], [-3.891, -4.374, -3.178], [-2.584, -4.628, -3.571], [-1.535, -3.874, -3.068], [0.757, -1.793, -2.746], [0.371, -1.563, -4.067], [1.318, -1.516, -5.080], [2.663, -1.676, -4.782], [3.059, -1.861, -3.466], [2.114, -1.918, -2.453], [0.712, -2.341, 1.063], [1.019, -2.880, 2.302], [1.464, -1.806, 3.110], [1.386, -0.669, 2.327], [1.758, 0.751, 2.599], [0.710, 1.819, 1.520], [-0.882, 1.731, 2.439], [-1.054, 2.336, 3.685], [-2.251, 2.209, 4.372], [-3.293, 1.470, 3.828], [-3.131, 0.861, 2.594], [-1.934, 0.994, 1.905], [1.272, 3.500, 1.932], [0.371, 4.564, 1.814], [0.792, 5.868, 2.004], [2.120, 6.134, 2.314], [3.022, 5.087, 2.416], [2.608, 3.779, 2.210], [0.939, -1.001, 1.089], [0.958, -3.588, -0.687], [-0.622, -3.693, 0.077], [-3.292, -1.813, -1.050], [-5.166, -3.166, -1.946], [-4.705, -4.960, -3.585], [-2.381, -5.422, -4.279], [-0.520, -4.088, -3.375], [-0.676, -1.422, -4.305], [1.005, -1.353, -6.105], [3.403, -1.642, -5.572], [4.109, -1.936, -3.215], [2.446, -2.041, -1.429], [0.937, -3.919, 2.586], [1.784, -1.850, 4.140], [2.803, 0.928, 2.330], [1.605, 1.027, 3.645], [-0.248, 2.917, 4.118], [-2.374, 2.686, 5.337], [-4.229, 1.374, 4.366], [-3.942, 0.286, 2.164], [-1.796, 0.533, 0.933], [-0.663, 4.356, 1.575], [0.087, 6.683, 1.895], [2.450, 7.154, 2.467], [4.061, 5.292, 2.646], [3.331, 2.976, 2.256], [-0.591, 3.520, -1.640], [0.009, 1.471, -2.103], [-0.881, 1.071, -2.589], [0.774, 1.606, -2.866], [3.199, 1.080, -0.702]],
  "forces_ev_per_angstrom": [[-1.2, -0.3, -0.4], [0.0, 0.1, 0.0], [1.8, 0.0, 0.1], [-0.6, 0.9, 0.2], [0.1, 0.0, 0.0], [0.0, -0.1, 0.0], [0.0, 0.0, 0.0], [0.0, -0.1, 0.0], [0.2, 0.0, 0.2], [-0.1, -0.2, -0.1], [0.0, 0.0, 0.1], [0.0, 0.0, -0.1], [0.0, 0.0, 0.0], [0.0, 0.0, 0.0], [0.0, -0.1, 0.0], [0.0, -0.1, 0.1], [0.0, -0.1, -0.1], [-0.1, 0.1, 0.1], [0.1, -0.1, 0.1], [0.0, 0.1, -0.1], [-0.4, -0.5, 0.1], [0.0, 0.1, 0.1], [0.0, -0.1, 0.0], [0.0, 0.0, 0.1], [0.0, 0.0, 0.0], [-0.1, 0.0, 0.0], [0.1, 0.1, 0.0], [0.0, 0.2, -0.4], [0.1, -0.1, 0.1], [0.0, 0.1, 0.0], [0.0, 0.0, 0.0], [0.1, 0.1, 0.0], [-0.1, -0.1, 0.0], [0.2, 0.2, -0.1], [-0.1, 0.0, 0.0], [0.0, 0.0, 0.0], [-0.1, 0.0, 0.0], [0.0, 0.0, 0.0], [0.0, 0.0, 0.0], [0.0, 0.0, 0.0], [0.0, 0.0, -0.1], [0.0, 0.0, 0.0], [0.0, 0.0, 0.0], [0.0, 0.0, 0.0], [0.0, 0.0, 0.0], [0.0, 0.1, 0.0], [0.0, 0.0, 0.0], [0.0, 0.0, 0.0], [0.0, 0.0, 0.0], [0.0, 0.0, 0.0], [0.0, 0.0, 0.0], [0.0, 0.0, 0.0], [0.0, 0.0, 0.0], [0.0, 0.0, 0.0], [0.0, 0.0, 0.0], [0.0, 0.0, 0.0], [0.0, 0.0, 0.0], [0.0, 0.0, 0.0], [0.0, 0.0, 0.0], [0.0, 0.0, 0.0], [0.0, -0.1, -0.2], [0.2, 0.1, 0.5], [0.0, 0.0, 0.0], [0.2, 0.0, 0.2], [0.0, -0.2, -0.2]],
  "nbo_charge": [0.6451, -0.7099, 0.9118, -0.3263, -0.1490, -0.2211, -0.2161, -0.2153, -0.1991, -0.3552, -0.1703, -0.2374, -0.2230, -0.1854, -0.2015, 0.0665, -0.3255, -0.3221, 0.0960, -0.7414, 0.9799, -0.3771, -0.1946, -0.2293, -0.2013, -0.2411, -0.1160, -0.3784, -0.1810, -0.2227, -0.2185, -0.2232, -0.1316, -0.5564, 0.2324, 0.2366, 0.2119, 0.2084, 0.2074, 0.2096, 0.2290, 0.2020, 0.2038, 0.2040, 0.2159, 0.2410, 0.1965, 0.1986, 0.2534, 0.2245, 0.2143, 0.2032, 0.2008, 0.2039, 0.2208, 0.2268, 0.2057, 0.2025, 0.2039, 0.2180, -0.0532, -0.7805, 0.1727, 0.1978, -0.7408],
  "e_homo_ev": [-3.92, -3.92],
  "gap_ev": [6.3, 6.3],
  "total_charge": -1,
  "relative_energy_ev": 1.636,
  "energy_ha": -4926.7094,
  "max_force_ev_per_a": 1.77,
  "lumo_ev": [2.3805, 2.3809]
}


{
  "formula": "C31H28CoN7O2SSbSe4",
  "method": "ωB97M-V with the def2-TZVPD basis set",
  "elements": ["Co", "N", "C", "S", "N", "N", "C", "C", "C", "C", "C", "C", "N", "H", "H", "H", "H", "H", "H", "H", "C", "C", "C", "C", "N", "C", "C", "C", "C", "C", "C", "N", "H", "H", "H", "H", "H", "H", "H", "H", "C", "O", "C", "C", "C", "C", "C", "C", "N", "C", "C", "C", "C", "C", "C", "C", "O", "H", "H", "H", "H", "H", "H", "H", "H", "H", "H", "H", "H", "H", "Se", "Sb", "Se", "Se", "Se"],
  "coordinates": [[0.652, 0.098, 0.675], [-2.924, 0.476, -1.650], [-1.658, 0.460, -1.085], [-1.405, -0.651, 0.257], [-0.731, 1.196, -1.564], [0.519, 1.171, -0.902], [0.555, 2.372, -0.036], [2.914, 2.018, 0.797], [4.135, 2.470, 1.304], [4.992, 1.596, 1.932], [4.621, 0.261, 2.041], [3.404, -0.121, 1.525], [2.562, 0.731, 0.922], [-3.629, 0.197, -0.981], [-3.132, 1.386, -2.037], [-0.141, 3.134, -0.386], [4.368, 3.522, 1.209], [5.931, 1.948, 2.342], [5.253, -0.469, 2.529], [3.063, -1.146, 1.585], [0.344, -1.397, 4.769], [0.127, -0.187, 5.422], [0.166, 0.991, 4.705], [0.407, 0.933, 3.339], [0.584, -0.245, 2.705], [0.556, -1.377, 3.406], [0.531, 2.114, 2.446], [1.008, 3.313, 2.891], [1.435, 4.406, 2.051], [1.888, 4.306, 0.786], [1.976, 2.983, 0.083], [0.165, 1.767, 1.203], [0.317, -2.339, 5.299], [-0.090, -0.167, 6.482], [-0.058, 1.947, 5.161], [0.698, -2.288, 2.835], [1.043, 3.472, 3.961], [1.416, 5.390, 2.512], [2.135, 5.200, 0.224], [2.351, 3.110, -0.937], [-0.340, -1.312, -4.309], [0.824, -1.991, -4.819], [1.686, -1.191, -5.487], [1.645, -1.211, -6.877], [2.514, -0.462, -7.648], [3.456, 0.335, -7.012], [3.497, 0.376, -5.632], [2.623, -0.371, -4.836], [2.740, -0.159, -3.441], [2.284, -0.782, -2.329], [2.201, -2.129, -2.065], [2.714, -3.144, -2.941], [2.640, -4.454, -2.619], [1.991, -4.844, -1.406], [1.503, -3.933, -0.532], [1.636, -2.516, -0.771], [1.319, -1.722, 0.139], [-1.056, -1.139, -5.115], [-0.089, -0.361, -3.846], [-0.784, -1.963, -3.559], [0.887, -1.833, -7.337], [2.443, -0.481, -8.727], [4.160, 0.922, -7.587], [4.231, 1.001, -5.134], [3.100, 0.759, -3.230], [2.000, -0.091, -1.541], [3.184, -2.842, -3.865], [3.051, -5.204, -3.281], [1.898, -5.899, -1.173], [1.018, -4.234, 0.387], [-6.197, 2.942, 3.263], [-3.746, 2.977, 2.922], [-3.202, 0.507, 2.600], [-3.132, 4.155, 0.842], [-2.602, 3.737, 4.986]],
  "forces_ev_per_angstrom": [[-0.4, -0.1, 0.0], [-0.1, -0.1, -0.2], [0.4, -0.1, 0.2], [0.3, 0.2, -0.1], [-0.2, 0.1, -0.3], [0.5, -0.1, -0.1], [0.0, 0.0, -0.2], [-0.1, 0.0, -0.1], [0.0, 0.0, -0.1], [0.0, 0.0, 0.0], [0.1, 0.0, 0.0], [0.0, -0.1, -0.1], [0.3, 0.2, 0.1], [0.0, 0.1, 0.0], [0.0, 0.0, 0.1], [0.0, 0.0, 0.0], [0.0, 0.0, 0.0], [0.0, 0.0, 0.0], [0.0, 0.0, 0.0], [0.0, 0.0, 0.0], [0.0, 0.0, 0.0], [0.0, 0.0, 0.0], [0.0, 0.0, 0.0], [0.1, -0.2, 0.0], [0.0, 0.1, 0.0], [-0.1, 0.0, 0.0], [-0.2, 0.0, -0.1], [0.2, 0.1, 0.1], [0.0, -0.1, 0.0], [0.1, -0.1, 0.1], [-0.2, 0.0, 0.3], [-0.2, 0.3, 0.1], [0.0, 0.0, 0.0], [0.0, 0.0, 0.0], [-0.1, 0.0, 0.0], [0.0, 0.0, 0.0], [-0.1, 0.0, 0.0], [0.0, 0.0, 0.0], [-0.1, 0.0, 0.0], [0.1, 0.0, 0.0], [-0.1, 0.0, 0.2], [-0.2, -0.1, 0.3], [0.1, 0.2, 0.0], [0.0, 0.0, -0.1], [0.0, 0.0, 0.0], [0.0, 0.0, 0.0], [0.1, 0.0, 0.1], [0.3, -0.2, -0.1], [-0.3, 0.0, 0.0], [0.3, -0.4, -0.1], [-0.3, 0.0, -0.1], [-0.2, 0.0, 0.0], [0.1, 0.0, -0.1], [0.0, 0.1, 0.1], [0.1, -0.3, -0.1], [0.2, 0.3, 0.2], [0.2, -0.5, -0.2], [0.0, 0.0, -0.1], [0.0, 0.1, 0.1], [0.0, 0.0, 0.0], [0.0, 0.0, 0.0], [0.0, 0.0, 0.0], [0.0, 0.0, 0.0], [0.0, 0.0, 0.0], [-0.4, 0.2, 0.0], [0.0, 0.3, 0.1], [0.0, 0.0, -0.1], [0.0, 0.0, 0.0], [0.0, 0.0, 0.0], [0.0, 0.1, 0.0], [0.4, -0.2, 0.0], [-0.4, 0.8, 0.1], [-0.1, -0.2, 0.1], [0.1, -0.3, 0.2], [0.1, -0.2, -0.2]],
  "mulliken_charge": [-0.7804, -0.6156, 0.6505, -0.7519, -1.4117, 0.5670, -0.0005, 0.2586, -1.1357, -0.5257, -1.1138, -0.2749, 0.9553, 0.3023, 0.2980, 0.3694, 0.5026, 0.3971, 0.4324, 0.3895, -0.9174, -0.5755, -0.6436, 0.0399, 0.8387, -0.3341, 1.2167, -0.9413, -0.5329, -1.3950, 0.7021, 0.9635, 0.4182, 0.4233, 0.2916, 0.4309, 0.2307, 0.4157, 0.3552, 0.6479, -0.8161, -0.4503, 0.4674, -0.4442, -0.5348, -0.6209, -0.8171, 0.4160, 0.2319, -0.1990, 0.8721, -0.6526, -0.8473, -0.5265, -1.0531, -0.2025, -0.0335, 0.4005, 0.3486, 0.2339, 0.4253, 0.3808, 0.3688, 0.4228, 0.3280, 0.3485, 0.4373, 0.4071, 0.3932, 0.4655, -0.7801, 0.7126, -0.2861, -0.7638, -0.7795],
  "e_homo_ev": [-0.63, -0.60],
  "spin_multiplicity": 2,
  "gap_ev": [3.2, 3.1],
  "total_charge": -2,
  "energy_ha": -13358.8388,
  "max_force_ev_per_a": 0.91,
  "lumo_ev": [2.5484, 2.5510]
}


{
  "formula": "C31H28F3N7O7Re",
  "method": "ωB97M-V with the def2-TZVPD basis set",
  "elements": ["Re", "C", "C", "O", "C", "C", "C", "N", "N", "C", "O", "C", "C", "C", "C", "C", "C", "H", "H", "H", "H", "H", "H", "H", "H", "H", "H", "H", "H", "C", "C", "N", "C", "C", "N", "C", "O", "O", "C", "O", "O", "H", "H", "H", "H", "H", "C", "N", "C", "C", "O", "N", "C", "N", "H", "H", "H", "H", "H", "H", "H", "F", "C", "F", "F", "C", "C", "C", "C", "C", "C", "C", "C", "H", "H", "H", "H"],
  "coordinates": [[-0.144, -0.005, -0.322], [-0.181, -3.629, 2.374], [0.373, -2.454, 1.594], [-0.409, -1.505, 1.356], [1.733, -2.479, 1.241], [2.437, -1.486, 0.564], [3.935, -1.576, 0.526], [1.883, -0.420, -0.024], [2.747, 0.563, -0.349], [2.205, 1.759, -0.399], [0.984, 1.966, -0.078], [3.061, 2.887, -0.799], [4.277, 2.637, -1.427], [5.048, 3.688, -1.880], [4.617, 4.995, -1.701], [3.412, 5.246, -1.066], [2.627, 4.199, -0.622], [-0.160, -3.391, 3.437], [-1.220, -3.797, 2.098], [0.396, -4.533, 2.200], [2.310, -3.324, 1.583], [4.278, -2.462, 1.049], [4.255, -1.609, -0.513], [4.371, -0.686, 0.978], [4.583, 1.611, -1.556], [5.981, 3.489, -2.382], [5.222, 5.810, -2.069], [3.086, 6.265, -0.930], [1.678, 4.376, -0.139], [1.237, 1.891, 3.201], [-0.202, 1.853, 2.860], [-0.746, 1.267, 1.823], [-2.083, 1.498, 1.875], [-2.370, 2.242, 3.004], [-1.157, 2.454, 3.604], [-3.610, 2.783, 3.610], [-4.739, 2.492, 3.004], [-3.543, 3.450, 4.618], [-2.960, 0.961, 0.806], [-4.188, 1.011, 0.935], [-2.379, 0.455, -0.205], [1.789, 1.247, 2.525], [1.393, 1.564, 4.228], [1.618, 2.907, 3.099], [-1.046, 2.977, 4.459], [-4.621, 1.906, 2.186], [-3.059, -4.242, -2.948], [-1.954, -3.534, -2.359], [-0.589, -3.967, -2.467], [0.158, -2.802, -1.810], [1.352, -2.681, -1.726], [-0.784, -1.931, -1.335], [-2.006, -2.366, -1.691], [-3.123, -1.735, -1.408], [-2.664, -4.940, -3.684], [-3.732, -3.550, -3.457], [-3.620, -4.807, -2.198], [-0.279, -4.113, -3.503], [-0.401, -4.887, -1.907], [-3.039, -0.800, -0.949], [-4.010, -2.078, -1.732], [-1.950, 4.474, -8.435], [-0.982, 3.536, -8.457], [0.117, 4.159, -8.926], [-1.342, 2.652, -9.400], [-0.758, 2.915, -7.113], [-0.358, 3.727, -6.056], [-0.151, 3.177, -4.808], [-0.347, 1.807, -4.598], [-0.747, 1.005, -5.673], [-0.952, 1.553, -6.922], [-0.181, 1.240, -3.315], [-0.090, 0.753, -2.203], [-0.217, 4.785, -6.220], [0.156, 3.797, -3.980], [-0.895, -0.052, -5.511], [-1.265, 0.933, -7.748]],
  "forces_ev_per_angstrom": [[0.7, 0.2, 0.5], [0.0, 0.3, -0.1], [1.1, -0.8, 0.1], [-0.6, 1.3, -0.7], [-0.5, -0.2, 0.0], [0.0, 0.3, 0.1], [-0.1, 0.0, 0.0], [-2.1, -0.5, 0.5], [1.1, 1.5, -0.8], [0.4, -1.5, 0.2], [-1.5, -0.9, 0.1], [0.0, 0.3, -0.2], [-0.1, 0.0, 0.1], [0.0, 0.1, 0.0], [0.1, 0.0, -0.1], [0.1, 0.1, 0.0], [0.0, -0.3, 0.0], [0.0, 0.0, 0.1], [-0.1, 0.0, 0.0], [0.1, 0.0, 0.0], [0.0, -0.1, 0.0], [0.0, -0.1, 0.0], [0.1, 0.1, -0.1], [0.0, 0.0, -0.1], [0.1, 0.0, -0.1], [0.1, 0.0, -0.1], [0.0, 0.1, 0.0], [-0.1, 0.1, 0.0], [-0.1, 0.0, 0.0], [0.1, 0.0, 0.0], [0.1, 0.0, 0.1], [0.1, -0.3, -0.5], [-0.3, 0.3, 0.5], [-0.1, -0.3, -0.5], [-0.3, 0.0, -0.1], [0.1, 0.0, 0.1], [-0.2, -0.1, -0.2], [0.0, -0.1, -0.1], [-0.7, 0.5, 1.1], [0.2, 0.0, -0.2], [1.8, -0.5, -0.8], [0.0, -0.1, 0.0], [0.1, 0.0, 0.0], [0.1, 0.0, 0.0], [0.0, 0.0, 0.0], [0.2, 0.2, 0.3], [-0.3, 0.0, 0.1], [-0.1, 0.2, 0.0], [0.4, 0.0, 0.1], [0.5, -0.4, -0.4], [-0.2, -0.3, -0.3], [0.0, 1.6, 0.9], [0.0, -0.4, -0.2], [0.0, 0.3, 0.0], [-0.1, 0.0, 0.0], [0.0, -0.1, 0.0], [0.0, 0.0, -0.1], [0.0, 0.1, 0.0], [0.0, 0.0, 0.0], [-0.2, -0.3, -0.2], [0.0, 0.0, 0.0], [-0.1, 0.1, 0.2], [-0.1, 0.3, -0.4], [0.2, 0.0, 0.2], [0.0, -0.3, 0.1], [0.0, -0.1, 0.0], [-0.1, -0.1, -0.2], [0.0, -0.1, 0.0], [-0.1, 0.2, -0.6], [0.1, 0.1, 0.2], [0.0, 0.2, -0.2], [0.1, -0.4, 0.7], [-0.2, -0.3, 0.4], [0.0, 0.1, 0.0], [0.0, 0.0, 0.1], [0.0, -0.1, 0.0], [0.0, 0.0, 0.0]],
  "mulliken_charge": [4.1927, -1.7479, 0.8776, -0.8007, -1.2534, 1.1535, -1.5817, 0.5988, -0.9564, 0.1785, -1.2103, 0.5748, -0.4814, -0.6810, -0.3902, -0.7748, -0.2356, 0.3678, 0.3764, 0.4198, 0.3026, 0.4444, 0.3323, 0.3153, 0.4478, 0.4011, 0.3930, 0.4193, 0.4086, -1.1222, -0.0139, 0.3199, 0.0542, 0.0120, -0.0328, 0.4725, -0.5632, -0.6298, 0.4642, -0.9153, -1.0205, 0.0225, 0.4417, 0.2976, 0.2476, 0.4414, -1.1527, 0.1092, -0.4499, -0.0317, -0.5653, -0.0736, 0.0275, -0.1167, 0.3844, 0.3902, 0.3066, 0.4119, 0.2931, 0.1477, 0.1980, -0.2555, 0.8093, -0.2569, -0.2883, 0.3580, -0.8725, -0.5669, 0.2257, -0.8211, -0.4909, 0.3569, -0.4937, 0.3864, 0.5481, 0.4685, 0.4472],
  "e_homo_ev": [-7.20, -7.62],
  "spin_multiplicity": 4,
  "gap_ev": [7.2, 6.6],
  "relative_energy_ev": 0.242,
  "energy_ha": -2486.0698,
  "max_force_ev_per_a": 2.17,
  "lumo_ev": [-0.0248, -1.0401]
}